No. 1
The following is a DFT calculation (wB97M-V/def2-TZVPD) of a 3-piece molecular cluster, C19H39NO7 overall at a distorted geometry.

XYZ file:
```
66
Properties=species:S:1:pos:R:3:lowdin_charge:R:1
C 4.8574 -0.4147 0.5341 0.023
C 3.6694 0.4947 0.5871 -0.516
O 2.9840 0.6253 1.5790 0.122
O 3.4116 1.2051 -0.5575 -0.066
C 2.4449 0.5035 -1.3856 -0.172
C 1.3896 1.4646 -1.8596 -0.164
C 0.5642 2.0512 -0.7017 -0.188
C -0.4526 1.0599 -0.1689 -0.214
C -1.4305 1.6613 0.8353 -0.159
C -2.6534 0.7622 1.1125 -0.277
C -3.7562 0.9397 0.0313 -0.124
N -3.7563 -0.3598 -0.6822 0.068
C -3.4383 -1.3621 0.2227 -0.461
O -3.8676 -2.5009 0.2115 0.064
C -2.4256 -0.7471 1.1860 -0.049
H 4.7515 -1.1844 1.2878 0.088
H 5.7659 0.1373 0.7560 0.094
H 4.9707 -0.8784 -0.4400 0.086
H 1.9900 -0.2923 -0.8011 0.125
H 2.9741 0.0487 -2.2198 0.127
H 0.7097 0.8965 -2.4959 0.119
H 1.8167 2.2454 -2.4816 0.109
H 0.0826 2.9651 -1.0368 0.113
H 1.2603 2.3033 0.0948 0.110
H 0.0742 0.2473 0.3278 0.103
H -1.0245 0.6081 -0.9811 0.120
H -0.9397 1.8745 1.7796 0.119
H -1.8066 2.5928 0.4195 0.107
H -3.0728 1.1078 2.0528 0.130
H -3.4669 1.7002 -0.6848 0.109
H -4.7328 1.1209 0.4654 0.116
H -4.6150 -0.5217 -1.1899 0.133
H -2.6270 -1.1211 2.1827 0.120
H -1.4619 -1.1003 0.8398 0.115
C 5.4721 3.7290 -4.8658 -0.114
O 4.4342 3.6284 -3.9098 -0.193
C 4.9024 3.4266 -2.5819 -0.196
C 4.8973 4.7095 -1.7835 -0.198
O 5.8177 5.6622 -2.2945 -0.189
C 5.2102 6.6629 -3.0890 -0.114
H 5.0334 4.0997 -5.7909 0.088
H 6.2537 4.4204 -4.5426 0.084
H 5.9176 2.7464 -5.0576 0.088
H 5.9063 2.9902 -2.5912 0.130
H 4.2300 2.7154 -2.1017 0.097
H 5.1974 4.4849 -0.7557 0.128
H 3.8874 5.1300 -1.7555 0.127
H 4.6569 7.3713 -2.4625 0.088
H 4.5325 6.2336 -3.8306 0.083
H 6.0046 7.1994 -3.6052 0.089
C -3.6476 -4.5810 2.6787 -0.115
O -3.5681 -5.9115 3.1674 -0.189
C -4.2200 -6.1003 4.4095 -0.213
C -5.5878 -6.7235 4.2397 -0.210
O -6.4791 -5.8636 3.5503 -0.191
C -6.6233 -6.1815 2.1780 -0.111
H -3.3298 -4.5824 1.6410 0.076
H -4.6661 -4.1920 2.7302 0.084
H -2.9805 -3.9252 3.2514 0.087
H -4.3052 -5.1516 4.9486 0.125
H -3.5987 -6.7747 5.0081 0.124
H -6.0167 -6.9133 5.2288 0.124
H -5.5001 -7.6824 3.7197 0.125
H -7.2280 -7.0869 2.0533 0.087
H -5.6554 -6.3239 1.6932 0.084
H -7.1362 -5.3484 1.7009 0.089
```

Results
Gap between HOMO and LUMO in hartree: 0.3537
SMILES: CC(=O)OCCCCC[C@H]1CNC(=O)C1.COCCOC.COCCOC
HOMO in eV: -8.93
Charge: 0
E in eV: -36155.9765

=====

No. 2
The following is a DFT calculation (wB97M-V/def2-TZVPD) of C19H40B2Cl2CoF16NO6 as an isolated structure at a distorted geometry.

XYZ file:
```
87
Properties=species:S:1:pos:R:3:lowdin_charge:R:1
Co -0.1812 2.3684 0.3079 0.561
C 6.7543 3.3138 -2.6725 -0.102
O 6.3540 2.1433 -2.0019 -0.189
C 6.1584 2.3107 -0.6160 -0.211
C 5.5791 1.0158 -0.0729 -0.090
N 4.2466 0.7289 -0.6754 0.036
H 3.5627 1.4448 -0.3698 0.049
H 4.2989 0.6945 -1.6962 0.163
C 3.6165 -0.5758 -0.2752 -0.091
C 2.4183 -0.8534 -1.1508 -0.198
O 2.8907 -0.7252 -2.4786 -0.195
C 1.8996 -0.9168 -3.4626 -0.078
H 7.3676 3.0223 -3.5284 0.088
H 7.4606 3.9408 -2.1148 0.089
H 5.8661 3.8726 -2.9742 0.098
H 5.4276 3.1176 -0.4831 0.130
H 7.0688 2.5720 -0.0700 0.130
H 5.4513 1.0991 1.0037 0.142
H 6.1962 0.1597 -0.3411 0.133
H 3.3508 -0.5372 0.7794 0.123
H 4.3890 -1.3332 -0.4113 0.134
H 1.5239 -0.2739 -0.9057 0.103
H 2.1476 -1.9091 -1.0114 0.128
H 2.3302 -0.9248 -4.4613 0.090
H 1.1558 -0.1142 -3.4301 0.093
H 1.3984 -1.8755 -3.2839 0.094
C -1.8954 3.7646 -1.9787 -0.314
O -1.3381 3.7705 -0.7070 -0.372
H -1.3062 3.1589 -2.6919 0.044
H -2.9407 3.4174 -1.9585 0.036
H -1.8580 4.7937 -2.3742 0.055
C -0.4500 3.5301 3.4057 -0.341
O -0.5266 3.4130 2.0390 -0.375
H -1.0378 4.4009 3.7366 0.051
H -0.8078 2.6517 3.9722 0.042
H 0.5789 3.7131 3.7706 0.044
B -1.0248 0.3827 0.1596 -0.450
H -1.5934 1.0975 0.8428 0.004
H 0.0395 0.4347 0.5764 -0.014
H -1.4921 -0.6717 0.0823 0.025
H -0.9674 0.9015 -0.8802 0.006
B 1.9363 2.5993 -0.2223 -0.390
H 2.0439 2.0625 0.8084 0.018
H 1.3275 3.5471 -0.0586 0.002
H 2.9499 2.8153 -0.7370 -0.006
H 1.3349 1.8505 -0.8409 -0.018
C -3.9521 0.6598 -1.7393 -0.049
C -3.5401 -0.3105 -2.8387 -0.401
C -2.0540 -0.1963 -3.1843 -0.308
F -1.7549 -0.9308 -4.2905 0.074
F -1.6770 1.0815 -3.4131 0.079
F -3.7563 -1.5950 -2.4054 0.094
F -4.3769 -0.1750 -3.9101 0.115
O -5.3609 0.6593 -1.5808 0.034
C -5.8433 1.5946 -0.6878 -0.550
C -7.3214 1.3219 -0.4954 -0.277
F -7.8853 2.4131 0.0805 0.094
F -7.9792 0.9899 -1.6349 0.092
F -5.2046 1.4722 0.4885 0.106
F -5.5614 2.8062 -1.1888 0.166
H -3.6059 1.6639 -1.9979 0.117
H -3.4895 0.3359 -0.8059 0.122
H -1.4515 -0.5638 -2.3502 0.135
H -7.4407 0.4420 0.1476 0.174
C 0.2768 -5.4786 2.4474 -0.068
C -0.1916 -6.2179 3.7259 -0.444
C -1.6603 -6.6063 3.6134 -0.302
F -2.4234 -5.5235 3.3488 0.102
F -1.8491 -7.5052 2.6053 0.081
F 0.5941 -7.3160 3.8689 0.107
F -0.0105 -5.4486 4.8160 0.139
O 0.5726 -4.1213 2.6733 0.056
C 0.0980 -3.2850 1.6830 -0.536
C 0.5258 -1.8282 1.9005 -0.289
F 0.2856 -1.4384 3.1649 0.115
F 1.8568 -1.6605 1.6591 0.071
F 0.5793 -3.7047 0.4906 0.136
F -1.2345 -3.3328 1.6297 0.151
H -0.4162 -5.6876 1.6275 0.140
H 1.1517 -6.0036 2.0529 0.144
H -2.0026 -7.0616 4.5511 0.172
H -0.0252 -1.1955 1.1954 0.081
C -3.0206 -0.3209 2.7108 -1.009
Cl -4.0740 1.0327 3.1513 0.554
Cl -3.2356 -1.6971 3.8376 0.486
H -3.2594 -0.6560 1.7107 0.011
H -1.9868 -0.0107 2.7947 0.006
```

Results
Gap between HOMO and LUMO (alpha / beta) in hartree: 0.2115 / 0.2011
Expectation value of S²: 3.76
HOMO (alpha / beta) in eV: -3.90 / -3.61
Multiplicity: 4
Charge: -1
E in eV: -141626.8331

=====

No. 3
The following is a DFT calculation (wB97M-V/def2-TZVPD) of C19H40BNaO13 as an isolated structure at a distorted geometry.

XYZ file:
```
74
Properties=species:S:1:pos:R:3:lowdin_charge:R:1
Na -0.1667 -0.0557 -0.3874 0.376
O 5.8116 0.2790 6.1188 0.145
C 5.2193 0.8739 5.2570 -0.381
O 4.9718 0.4204 4.0380 0.226
B 4.1310 1.3978 3.3272 -0.863
O 3.9587 2.5289 4.2470 0.244
C 4.6178 2.3091 5.3529 -0.400
O 4.6996 2.9503 6.3612 0.155
O 2.8390 0.7143 3.0159 0.252
C 2.6370 0.7948 1.7255 -0.360
O 1.7488 0.3057 1.0755 0.123
C 3.8722 1.4592 1.0718 -0.369
O 4.6996 1.8050 2.0395 0.259
O 4.0304 1.7024 -0.0932 0.137
C -2.7785 3.9395 -1.0921 -0.036
C -1.8226 2.7885 -1.4746 -0.471
C -1.0886 3.1430 -2.7343 -0.067
O -0.8299 2.5409 -0.4798 -0.052
H -3.6667 3.4937 -0.6305 0.069
H -3.2809 4.5063 -1.8764 0.080
H -2.3268 4.6035 -0.3562 0.084
H -2.4320 1.8915 -1.5745 0.108
H -0.4675 4.0380 -2.6306 0.092
H -1.6401 3.3227 -3.6584 0.088
H -0.3521 2.3632 -2.9547 0.074
H -0.2274 3.2756 -0.3307 0.110
C -4.4116 -0.5089 -2.2917 -0.051
C -3.1254 -1.1347 -2.7707 -0.453
C -2.4733 -0.3448 -3.8984 -0.021
O -2.0897 -1.2466 -1.7616 -0.058
H -5.1863 -0.6758 -3.0418 0.088
H -4.3061 0.5771 -2.2184 0.072
H -4.7772 -0.9070 -1.3454 0.082
H -3.4597 -2.1577 -2.9726 0.141
H -1.5374 -0.8643 -4.1127 0.068
H -2.1832 0.6362 -3.5246 0.065
H -3.0317 -0.3217 -4.8333 0.091
H -1.9399 -2.1923 -1.7454 0.070
C -0.4175 -3.3626 2.1586 -0.035
C 0.5232 -3.5049 0.9661 -0.419
C 0.6578 -4.9546 0.4538 -0.042
O 0.0824 -2.7548 -0.1869 -0.076
H -1.3589 -2.8856 1.8712 0.079
H -0.0319 -2.6585 2.8977 0.079
H -0.7107 -4.3258 2.5726 0.085
H 1.4987 -3.1009 1.2321 0.142
H 1.4642 -4.9644 -0.2791 0.082
H -0.2334 -5.3310 -0.0513 0.084
H 0.9071 -5.5879 1.3055 0.084
H -0.5572 -3.2743 -0.6774 0.068
C 3.4580 -1.3126 -1.7636 -0.033
C 2.4388 -0.5554 -2.6044 -0.460
C 1.5167 -1.4987 -3.4007 -0.031
O 1.6688 0.4157 -1.8956 -0.072
H 4.2561 -1.8071 -2.3150 0.087
H 2.8684 -2.0021 -1.1517 0.077
H 3.9937 -0.6606 -1.0717 0.069
H 3.0369 0.0515 -3.2962 0.139
H 2.2258 -2.2013 -3.8413 0.084
H 0.8812 -0.9786 -4.1139 0.069
H 0.8687 -2.1081 -2.7660 0.062
H 2.3541 1.0501 -1.6361 0.083
C -1.3931 1.7676 3.1056 -0.023
C -2.0250 0.4560 2.5856 -0.427
C -3.1872 0.6853 1.6220 -0.035
O -1.0545 -0.2348 1.7901 -0.095
H -0.6743 1.5075 3.8805 0.084
H -2.1984 2.3286 3.5874 0.080
H -1.0162 2.3644 2.2784 0.072
H -2.2362 -0.1814 3.4474 0.143
H -2.9712 1.3367 0.7728 0.062
H -4.0075 1.2147 2.1150 0.085
H -3.5479 -0.2567 1.2085 0.076
H -0.7149 -0.9264 2.3600 0.053
```

Results
Gap between HOMO and LUMO in hartree: 0.3064
HOMO in eV: -8.91
Energy above the lowest of the compared OMol25 structures with the same formula, charge and spin in kcal/mol: 27.1
Charge: 0
E in eV: -52068.8340